w.
# C4H11S

2 unconnected molecules or ions with the total composition C4H11S (wB97M-V/def2-TZVPD, OMol25).

Gap between HOMO and LUMO: 6.51 eV
2S+1: 1
HOMO: -2.61 eV
LUMO level: 3.901 eV
Total charge: -1

Cartesian coordinates (Å):
1 C -0.8338 2.0013 -1.4717
2 C -0.1235 0.9635 -0.6062
3 C 0.0195 1.3429 0.8958
4 C 0.7799 0.2895 1.7065
5 H -1.7760 2.3795 -1.0107
6 H -1.1941 1.6242 -2.4712
7 H -0.3661 3.0000 -1.6702
8 H 0.8855 0.7728 -1.0205
9 H -0.6897 0.0032 -0.6407
10 H -0.9979 1.3300 1.2725
11 H 0.4547 2.3496 0.9462
12 H 0.3247 -0.7334 1.5186
13 H 0.6939 0.5629 2.7429
14 H 1.8679 0.3363 1.4436
15 S 0.0852 -2.2287 -0.2510
16 H 0.3818 -3.5489 -0.2406

=====

x.
# C4H11S

2 unconnected molecules or ions with the total composition C4H11S (wB97M-V/def2-TZVPD, OMol25).

Gap between HOMO and LUMO: 4.83 eV
2S+1: 1
HOMO: -2.04 eV
LUMO level: 2.784 eV
Total charge: -1

Cartesian coordinates (Å):
1 C -1.8349 -0.3698 3.4506
2 C -0.4426 -0.8299 3.8988
3 H -1.9042 -0.3704 2.3712
4 H -2.5248 -1.0592 3.9495
5 H -2.0626 0.6141 3.8721
6 H -0.3614 -1.9110 3.7665
7 H -0.0231 -0.6417 4.8758
8 H 0.2986 -0.5192 3.1611
9 C 0.9946 -0.2026 -3.7407
10 C 1.1557 1.3141 -3.4633
11 S 1.6421 2.1953 -5.0007
12 H 0.0902 -0.4220 -4.3125
13 H 1.9384 -0.3855 -4.2404
14 H 0.6741 -0.6784 -2.8025
15 H 0.3775 1.9403 -3.0370
16 H 1.9823 1.3260 -2.7486

=====

Question: which arrangement is favored energetically? Ranking from most to least stable: w, x.

=====

w.
# C4H10O5

2 unconnected molecules or ions with the total composition C4H10O5 (wB97M-V/def2-TZVPD, OMol25).

Gap between HOMO and LUMO: 11.01 eV
SMILES string: CC(C)=O.OOC(O)O
2S+1: 1
HOMO: -10.26 eV
LUMO level: 0.745 eV

Cartesian coordinates (Å):
1 C 1.7336 -1.1889 -0.1539
2 C 1.5836 0.0457 0.6867
3 C 2.2293 0.0083 2.0427
4 O 0.9789 1.0231 0.2969
5 H 0.7486 -1.5053 -0.5000
6 H 2.2152 -1.9978 0.3835
7 H 2.3232 -0.9427 -1.0378
8 H 3.2723 -0.2900 1.9531
9 H 2.1604 0.9782 2.5281
10 H 1.7205 -0.7378 2.6521
11 O -3.7694 1.5075 -0.7080
12 O -2.7407 0.6710 -0.2223
13 C -1.8686 0.1674 -1.3624
14 O -0.8733 0.9931 -1.7099
15 O -1.4494 -1.0039 -0.7861
16 H -3.3668 2.3912 -0.7210
17 H -2.5377 0.0285 -2.2259
18 H -0.1858 1.0198 -0.9966
19 H -2.1736 -1.1671 -0.1192

=====

x.
# C4H10O5

2 unconnected molecules or ions with the total composition C4H10O5 (wB97M-V/def2-TZVPD, OMol25).

Gap between HOMO and LUMO (alpha / beta): 8.21 / 8.20 eV
SMILES string: C[C@@H](O)[C@@H](C)OO.O=O
2S+1: 1
HOMO (alpha / beta): -9.61 / -9.61 eV
LUMO level (alpha / beta): -1.399 / -1.409 eV

Cartesian coordinates (Å):
1 C 0.9881 -1.7237 1.0485
2 C 1.1655 -0.2406 0.7848
3 O 1.7949 0.0436 -0.4926
4 C -0.1697 0.4810 0.7431
5 C -0.0093 1.9932 0.7689
6 O -0.8564 0.2698 -0.4894
7 O -0.9223 -1.1735 -0.6672
8 H 0.1247 -1.8759 1.6997
9 H 0.7987 -2.2667 0.1183
10 H 1.8498 -2.1694 1.5522
11 H 1.7527 0.2540 1.5784
12 H 2.7522 -0.1348 -0.4113
13 H -0.8310 0.1372 1.5524
14 H 0.6051 2.2923 1.6262
15 H 0.5317 2.2862 -0.1554
16 H -0.9851 2.5003 0.8229
17 H -1.7087 -1.2901 -1.2218
18 O -3.6067 -0.1430 -4.8226
19 O -3.2744 0.7600 -4.0352

=====

Question: which arrangement is favored energetically? Ranking from most to least stable: w, x.

=====

w.
# C2H3NO3

3 unconnected molecules or ions with the total composition C2H3NO3 (wB97M-V/def2-TZVPD, OMol25).

Gap between HOMO and LUMO: 9.58 eV
2S+1: 1
HOMO: -10.20 eV
LUMO level: -0.618 eV

Cartesian coordinates (Å):
1 C -1.0888 0.5163 0.1880
2 C -0.0217 -0.0519 0.6902
3 N 1.3496 0.0618 0.0481
4 O 1.8042 -0.8374 -0.5786
5 O 1.9871 1.0695 0.2811
6 O -2.1377 0.9228 -0.0004
7 H -1.5393 -0.7838 -1.2589
8 H -0.7066 -0.9498 -1.0956
9 H 0.3532 0.0524 1.7262

=====

x.
# C2H3NO3

2 unconnected molecules or ions with the total composition C2H3NO3 (wB97M-V/def2-TZVPD, OMol25).

Gap between HOMO and LUMO: 9.46 eV
2S+1: 1
HOMO: -8.97 eV
LUMO level: 0.489 eV

Cartesian coordinates (Å):
1 C 1.1889 0.2161 -0.1680
2 C -0.9660 0.9202 0.0952
3 N 0.9425 -1.0245 0.1574
4 O 2.0814 0.9352 -0.4445
5 O -1.7571 0.3693 -0.9103
6 O -1.7597 -0.2697 0.3594
7 H -1.2446 1.8673 0.7081
8 H -0.1212 -1.2672 0.3659
9 H 1.6358 -1.7467 -0.1632

=====

y.
# C2H3NO3

C2H3NO3 in the gas phase (wB97M-V/def2-TZVPD, OMol25).

Gap between HOMO and LUMO: 9.17 eV
SMILES string: O=CC(=O)NO
2S+1: 1
HOMO: -9.90 eV
LUMO level: -0.728 eV

Cartesian coordinates (Å):
1 O -2.2693 0.7157 -0.0472
2 C -1.5825 -0.2579 -0.1078
3 C -0.1294 -0.5582 -0.0671
4 O 0.3708 -1.6321 -0.2168
5 N 0.6238 0.7053 -0.2890
6 O 1.9792 0.6584 -0.1879
7 H -2.0483 -1.2272 -0.0989
8 H 0.3462 1.6104 0.1268
9 H 2.1760 0.1903 -1.0531

=====

Question: which arrangement is favored energetically? Ranking from most to least stable: y, x, w.

=====

w.
# CHBr3

A molecular structure, CHBr3 (wB97M-V/def2-TZVPD, OMol25).

Gap between HOMO and LUMO: 10.23 eV
2S+1: 1
HOMO: -10.35 eV
LUMO level: -0.128 eV

Cartesian coordinates (Å):
1 C -0.0332 -0.0033 -0.1502
2 Br -1.6251 -0.7860 0.6751
3 Br 1.5703 -1.0331 0.2167
4 Br 0.1472 1.8218 0.4875
5 H -0.0592 0.0005 -1.2291

=====

x.
# CHBr3

A molecular structure, CHBr3 (wB97M-V/def2-TZVPD, OMol25).

Gap between HOMO and LUMO: 9.35 eV
2S+1: 1
HOMO: -9.98 eV
LUMO level: -0.624 eV

Cartesian coordinates (Å):
1 C 0.0250 -0.1075 0.1686
2 Br -0.3515 0.9958 -1.6620
3 Br 1.4326 0.1639 1.1429
4 Br -0.7061 -1.8177 -0.3222
5 H -0.4000 0.7655 0.6727

=====

Question: which arrangement is favored energetically? Ranking from most to least stable: w, x.

=====

w.
# C15H31NO7Pd

A molecular structure, C15H31NO7Pd (wB97M-V/def2-TZVPD, OMol25).

Gap between HOMO and LUMO (alpha / beta): 11.38 / 5.51 eV
2S+1: 5
HOMO (alpha / beta): -22.64 / -22.82 eV
LUMO level (alpha / beta): -11.259 / -17.314 eV
Total charge: +4

Cartesian coordinates (Å):
1 Pd 0.5894 0.2318 0.1463
2 C 2.0971 2.5214 1.8982
3 C 0.6163 2.8993 1.8017
4 O 0.2443 2.6186 0.4588
5 C -1.0465 2.9582 -0.0478
6 C -1.0526 2.5268 -1.4991
7 O -0.3274 1.2742 -1.6384
8 C 0.5970 1.2704 -2.7705
9 C 1.4676 0.0569 -2.6479
10 O 2.1433 0.0291 -1.3565
11 C 3.3182 0.8659 -1.1977
12 C 3.0295 2.0285 -0.2889
13 O 2.4006 1.4978 0.9159
14 H 2.3195 2.1208 2.8837
15 H 2.7334 3.3885 1.7207
16 H 0.3810 3.9459 2.0312
17 H -0.0060 2.2804 2.4658
18 H -1.1830 4.0425 0.0762
19 H -1.8023 2.4605 0.5716
20 H -0.5892 3.2825 -2.1331
21 H -2.0790 2.3793 -1.8330
22 H 1.1640 2.2034 -2.7746
23 H 0.0245 1.2077 -3.6983
24 H 2.2022 0.0265 -3.4530
25 H 0.8800 -0.8591 -2.6844
26 H 3.6629 1.2274 -2.1675
27 H 4.0996 0.2300 -0.7844
28 H 2.3723 2.7766 -0.7375
29 H 3.9669 2.5152 -0.0123
30 C 3.6127 -3.6909 1.3468
31 C 3.1672 -2.3003 1.6137
32 O 1.8983 -1.9124 1.2968
33 H 4.6816 -3.7597 1.5581
34 H 3.3967 -3.9489 0.2989
35 H 3.1277 -4.4580 1.9689
36 H 3.8324 -1.4570 1.3194
37 H 3.2523 -2.1204 2.7751
38 H 1.3207 -2.6914 1.1308
39 O -1.3150 0.2152 1.1194
40 C -1.6324 -0.9242 0.6581
41 O -0.7872 -1.5386 -0.0573
42 C -2.9868 -1.4914 1.0204
43 N -3.2343 -2.8057 0.3159
44 C -4.1657 -2.5224 -0.8571
45 C -5.0573 -1.4092 -0.3366
46 C -4.1818 -0.5818 0.6293
47 H -2.9593 -1.6687 2.0970
48 H -3.6855 -3.4637 0.9558
49 H -2.3620 -3.2338 0.0013
50 H -4.6858 -3.4399 -1.1202
51 H -3.5367 -2.2182 -1.6917
52 H -5.9249 -1.8165 0.1793
53 H -5.4384 -0.8092 -1.1592
54 H -4.7365 -0.2989 1.5193
55 H -3.8236 0.3389 0.1723

=====

x.
# C15H31NO7Pd

A molecular structure, C15H31NO7Pd (wB97M-V/def2-TZVPD, OMol25).

Gap between HOMO and LUMO (alpha / beta): 11.90 / 7.22 eV
2S+1: 5
HOMO (alpha / beta): -22.38 / -22.22 eV
LUMO level (alpha / beta): -10.478 / -15.002 eV
Total charge: +4

Cartesian coordinates (Å):
1 Pd -0.3985 -0.2761 -0.6937
2 C 1.2479 -1.5433 -3.0330
3 C 2.0008 -0.3104 -2.5975
4 O 1.1008 0.6553 -1.9910
5 C 0.4322 1.6336 -2.8315
6 C -0.8632 1.0891 -3.3852
7 O -1.6335 0.5696 -2.2640
8 C -2.7234 -0.3217 -2.6469
9 C -3.1527 -1.0877 -1.4166
10 O -2.0063 -1.6986 -0.7549
11 C -1.5777 -3.0335 -1.1427
12 C -0.5791 -2.9574 -2.2727
13 O 0.3772 -1.9165 -1.9320
14 H 1.9382 -2.3652 -3.2317
15 H 0.6390 -1.3775 -3.9229
16 H 2.5193 0.1534 -3.4373
17 H 2.7270 -0.5408 -1.8202
18 H 1.1008 1.9365 -3.6383
19 H 0.2587 2.4888 -2.1807
20 H -0.7077 0.2888 -4.1093
21 H -1.4420 1.8845 -3.8593
22 H -2.3753 -0.9752 -3.4479
23 H -3.5475 0.2883 -3.0223
24 H -3.8727 -1.8634 -1.6786
25 H -3.5934 -0.4326 -0.6699
26 H -2.4471 -3.6283 -1.4233
27 H -1.1370 -3.4606 -0.2437
28 H -1.0415 -2.7074 -3.2290
29 H -0.0479 -3.9052 -2.3779
30 C 5.3117 -4.1331 4.9789
31 C 4.6688 -4.1069 3.5858
32 O 3.8946 -3.0595 3.2383
33 H 5.8563 -5.0700 5.0775
34 H 4.4727 -4.1015 5.6890
35 H 5.9851 -3.2982 5.1783
36 H 4.2514 -5.0260 3.1690
37 H 5.6650 -3.9837 2.9908
38 H 4.1402 -2.2556 3.7406
39 O 0.3191 1.3565 0.5536
40 C -0.8157 1.5890 1.0782
41 O -1.7693 0.8634 0.6966
42 C -0.9524 2.6608 2.1324
43 N -2.4089 2.9068 2.4578
44 C -2.7797 4.2522 1.8481
45 C -1.4996 5.0492 2.0057
46 C -0.3742 4.0399 1.7252
47 H -0.4677 2.2657 3.0275
48 H -2.5263 2.9610 3.4726
49 H -3.0127 2.1474 2.1316
50 H -3.6456 4.6457 2.3748
51 H -3.0395 4.0679 0.8063
52 H -1.4205 5.4617 3.0119
53 H -1.4748 5.8853 1.3104
54 H 0.5211 4.2577 2.3010
55 H -0.0943 4.0380 0.6723

=====

Question: which arrangement is favored energetically? Ranking from most to least stable: x, w.

=====

w.
# C7H8O2

2 unconnected molecules or ions with the total composition C7H8O2 (wB97M-V/def2-TZVPD, OMol25).

Gap between HOMO and LUMO: 9.27 eV
SMILES string: Oc1ccccc1.C=O
2S+1: 1
HOMO: -8.61 eV
LUMO level: 0.657 eV

Cartesian coordinates (Å):
1 O 0.7706 -0.2618 -1.0293
2 C -0.5300 -0.6986 -1.0183
3 C -0.9700 -1.4147 -2.1320
4 C -2.2808 -1.8832 -2.1766
5 C -3.1576 -1.6426 -1.1174
6 C -2.7114 -0.9265 -0.0079
7 C -1.4001 -0.4536 0.0449
8 H 0.9425 0.2251 -0.1870
9 H -0.2690 -1.5961 -2.9573
10 H -2.6212 -2.4462 -3.0557
11 H -4.1901 -2.0141 -1.1573
12 H -3.3898 -0.7296 0.8327
13 H -1.0502 0.1103 0.9196
14 C 5.2243 3.4345 3.2569
15 O 4.0944 3.2544 3.6581
16 H 5.5622 3.0457 2.2669
17 H 5.9762 3.9970 3.8599

=====

x.
# C7H8O2

C7H8O2 in the gas phase (wB97M-V/def2-TZVPD, OMol25).

Gap between HOMO and LUMO: 9.26 eV
SMILES string: C=C=C(O)[C@@]1(C)CC1=O
2S+1: 1
HOMO: -8.74 eV
LUMO level: 0.524 eV

Cartesian coordinates (Å):
1 C -0.6677 1.4407 2.4728
2 C -0.7325 0.8620 1.3088
3 C -0.9754 0.0248 0.3126
4 O -2.2262 -0.3500 -0.0927
5 C 0.2122 -0.3497 -0.4801
6 C 0.3649 -1.7793 -0.9459
7 C 0.8174 0.8000 -1.3512
8 C 1.3882 0.5225 -0.0375
9 O 2.3744 0.5920 0.6327
10 H -0.7561 0.8847 3.3971
11 H -0.4874 2.5029 2.5685
12 H -2.1521 -0.9064 -0.8767
13 H -0.2467 -1.9801 -1.8300
14 H 0.0751 -2.4723 -0.1565
15 H 1.4055 -1.9773 -1.1988
16 H 0.2106 1.6816 -1.5052
17 H 1.3957 0.5039 -2.2179

=====

y.
# C7H8O2

2 unconnected molecules or ions with the total composition C7H8O2 (wB97M-V/def2-TZVPD, OMol25).

Gap between HOMO and LUMO: 9.86 eV
SMILES string: O=C1C=COC1.C#CC
2S+1: 1
HOMO: -9.47 eV
LUMO level: 0.396 eV

Cartesian coordinates (Å):
1 O 0.1970 -0.6093 -1.8691
2 C 0.9170 -0.3418 -0.8720
3 C 1.4383 0.9620 -0.3734
4 C 2.2010 0.7484 0.7181
5 O 2.1691 -0.5433 1.1231
6 C 1.5310 -1.3430 0.1292
7 H 1.3564 1.8048 -1.0054
8 H 2.6557 1.3905 1.4322
9 H 0.7788 -2.0798 0.3688
10 H 2.1762 -1.8648 -0.5682
11 C -1.5798 -0.4504 1.5478
12 C -1.9951 -0.0971 0.5004
13 C -2.5655 0.6280 -0.7050
14 H -0.9368 -0.5897 2.3831
15 H -1.9907 0.3652 -1.5463
16 H -3.6357 0.3628 -0.9149
17 H -2.7169 1.6576 -0.3485

=====

Question: which arrangement is favored energetically? Ranking from most to least stable: w, y, x.